1.
{
  "formula": "C33H47BrCl5F6MgN4O14P2V",
  "method": "wB97M-V/def2-TZVPD",
  "homo_energy_ev": -4.15,
  "homo_lumo_gap_ev": 1.111,
  "lumo_energy_ev": -3.0,
  "e_tot_ev": -268269.507,
  "total_charge": -2,
  "spin_multiplicity": 1,
  "elements": ["C", "C", "C", "N", "Cl", "C", "C", "C", "C", "C", "C", "C", "C", "C", "C", "C", "C", "C", "C", "O", "N", "C", "C", "C", "N", "H", "H", "H", "H", "H", "H", "H", "H", "H", "H", "H", "H", "H", "H", "H", "H", "H", "H", "H", "H", "H", "H", "H", "H", "H", "H", "H", "H", "H", "H", "H", "H", "H", "C", "C", "C", "O", "C", "O", "O", "H", "H", "H", "H", "H", "H", "C", "Cl", "Cl", "Cl", "H", "C", "C", "C", "O", "C", "C", "C", "O", "O", "O", "H", "H", "H", "H", "F", "P", "F", "F", "F", "F", "F", "Cl", "Mg", "Br", "O", "P", "O", "O", "O", "O", "V", "O", "C", "C", "N", "H", "H", "H"],
  "positions_angstrom": [[1.40312, 0.21827, 3.69331], [0.80771, 0.88602, 2.71025], [0.21627, 0.21641, 1.56480], [-0.64033, -0.82369, 1.63909], [-1.11374, -1.54498, 3.07879], [-1.05329, -1.19481, 0.38596], [-2.02097, -2.27687, 0.13042], [-3.44894, -1.91721, 0.62256], [-4.28648, -1.49250, -0.57331], [-4.91580, -2.66200, -1.31768], [-4.67031, -2.64830, -2.82689], [-5.03228, -1.36506, -3.55928], [-6.54561, -1.11743, -3.69058], [-7.12299, 0.05012, -2.87269], [-8.21933, -0.34122, -1.86514], [-0.41940, -0.36368, -0.48167], [-0.55299, -0.35994, -1.96182], [-0.20144, -1.73928, -2.54973], [1.10235, -1.87515, -3.19910], [0.77595, -2.42613, -1.84804], [0.34019, 0.50299, 0.26880], [1.17675, 1.62490, -0.15474], [2.08962, 1.33068, -1.32601], [1.98912, 2.20620, -2.53340], [2.85997, 0.34415, -1.16792], [1.87948, -0.74616, 3.48375], [1.39224, 0.60833, 4.69971], [0.69956, 1.96098, 2.76052], [-2.09127, -2.42759, -0.94155], [-1.67160, -3.19532, 0.59891], [-3.44927, -1.12083, 1.36500], [-3.89529, -2.78158, 1.10465], [-3.68308, -0.87640, -1.24963], [-5.09787, -0.80393, -0.24908], [-4.53848, -3.61328, -0.94181], [-5.99102, -2.68113, -1.13498], [-3.60453, -2.84021, -2.96730], [-5.24591, -3.46306, -3.26625], [-4.55335, -0.48691, -3.12668], [-4.64341, -1.45755, -4.57386], [-6.74124, -0.90812, -4.74137], [-7.09194, -2.03375, -3.46824], [-6.32739, 0.59737, -2.36998], [-7.57845, 0.75723, -3.56455], [-8.59019, -1.34087, -2.08044], [-7.85826, -0.31047, -0.84096], [-9.07176, 0.32954, -1.94688], [0.10512, 0.36205, -2.42123], [-1.59486, -0.17131, -2.21296], [-1.03204, -2.27931, -2.99388], [1.79687, -1.04986, -3.14444], [1.42909, -2.77483, -3.69494], [1.83411, 1.83125, 0.68604], [0.56918, 2.51342, -0.30533], [1.13309, 1.89922, -3.13254], [2.89954, 2.14820, -3.10787], [1.78425, 3.22845, -2.22080], [3.46097, 0.21474, -1.98169], [7.56177, 2.23871, -6.51642], [6.39495, 2.47062, -5.61269], [5.91866, 1.23627, -4.88634], [4.52231, 1.55783, -4.65592], [4.13451, 2.41438, -5.62893], [2.99089, 2.72828, -5.80367], [5.17952, 2.84883, -6.32939], [7.71085, 3.06460, -7.21253], [8.45689, 2.12186, -5.90443], [7.41344, 1.30308, -7.12699], [6.60386, 3.28102, -4.90699], [6.43197, 1.05811, -3.94380], [5.96687, 0.34754, -5.51704], [11.22395, 1.09900, -7.18902], [9.85169, 0.00109, -7.15439], [11.12980, 2.19998, -8.58521], [11.23689, 2.01008, -5.69325], [12.12543, 0.51304, -7.30078], [-1.44328, 2.41826, 6.90429], [-2.39202, 3.17397, 7.46409], [-3.80362, 3.20135, 6.93702], [-4.59728, 3.92359, 7.52124], [-4.13390, 2.38631, 5.78931], [-3.18626, 1.61238, 5.23817], [-1.77216, 1.58459, 5.77302], [-0.96835, 0.84234, 5.23701], [-3.41114, 0.83463, 4.19387], [-2.19987, 3.95735, 8.52050], [-0.43223, 2.37959, 7.27035], [-5.14695, 2.41544, 5.41426], [-2.58627, 0.35348, 4.00436], [-3.06936, 4.36480, 8.69921], [-0.57503, -2.61924, 8.79135], [-1.77785, -2.24687, 7.69064], [-2.48654, -3.63249, 8.23510], [-0.44886, -2.27834, 6.67411], [-1.94853, -0.69814, 7.09922], [-2.51094, -1.53974, 8.99517], [-2.60868, -2.66798, 6.31018], [6.48796, -0.08220, -8.42540], [2.47314, -1.65532, 2.02803], [-6.52347, -0.73746, 1.47860], [9.45636, 1.65659, -1.35138], [8.62076, 2.39416, -2.39063], [8.03140, 3.62611, -1.70614], [7.39232, 1.57570, -2.79051], [9.39595, 2.75801, -3.64809], [-3.25282, -6.88117, -5.66738], [-3.26515, -6.22796, -4.14073], [-3.26169, -5.58220, -2.60195], [0.87078, -0.89192, 10.67637], [0.25249, 0.09586, 9.81093], [-0.24804, 0.81138, 9.07392], [1.27525, -1.69754, 10.06722], [1.66884, -0.43495, 11.25962], [0.12140, -1.30645, 11.34745]],
  "forces_ev_per_angstrom": [[-0.21, 0.52, 0.02], [0.18, 0.20, -0.06], [0.51, -0.44, -0.14], [0.11, 0.24, 0.23], [-0.15, -0.33, 0.11], [-0.12, -0.28, -0.14], [-0.51, -0.08, 0.48], [0.11, 0.13, -0.24], [-0.50, 0.51, -0.02], [-0.22, -0.11, -0.44], [0.21, 0.36, 0.43], [-0.40, -0.19, -0.38], [0.16, 0.31, -0.09], [-0.50, -0.06, 0.02], [0.17, 0.10, -0.13], [-0.16, 0.30, -0.08], [-0.14, -0.77, -0.21], [-0.19, 0.58, -0.81], [0.78, -1.13, 1.79], [0.17, 0.31, 0.08], [0.17, 0.37, -0.05], [0.07, 0.26, 0.14], [-0.05, -0.33, -0.18], [-0.11, 0.11, 0.59], [0.09, -0.13, 0.09], [-1.17, 0.34, 1.54], [0.75, 0.15, 0.08], [-0.66, 0.03, 0.36], [0.25, -0.30, -0.06], [0.13, -0.10, -0.07], [0.13, 0.04, 0.11], [-0.10, -0.04, 0.07], [0.22, -0.04, -0.04], [0.44, -0.33, -0.09], [0.09, -0.08, 0.04], [-0.10, 0.10, 0.16], [0.08, -0.23, -0.21], [0.17, -0.21, -0.16], [0.08, 0.03, 0.10], [0.23, 0.05, -0.05], [-0.10, -0.06, -0.12], [-0.01, -0.11, 0.10], [0.11, -0.01, 0.10], [0.13, 0.14, -0.14], [-0.04, -0.15, 0.07], [-0.05, -0.14, 0.06], [-0.08, 0.12, 0.10], [-0.18, 0.33, 0.01], [0.00, 0.41, -0.13], [-0.09, -0.30, 0.37], [0.04, 0.10, -0.19], [-0.38, 0.38, -1.19], [0.05, 0.08, 0.07], [-0.25, -0.06, -0.18], [0.04, 0.01, -0.25], [0.12, 0.05, -0.37], [0.13, 0.18, -0.11], [0.13, -0.01, 0.00], [-0.02, -0.43, -0.52], [0.04, -0.25, 0.07], [-0.27, -0.26, -0.31], [-0.11, -0.04, -0.09], [0.10, -0.25, 0.13], [-0.17, 0.11, -0.02], [0.01, 0.22, -0.03], [0.00, 0.07, 0.04], [-0.10, 0.07, 0.03], [0.04, 0.81, 0.46], [-0.02, -0.02, 0.04], [-0.48, 0.05, -0.48], [-0.08, 0.06, -0.28], [-0.27, 0.06, 0.10], [0.16, -0.31, -0.36], [0.03, -0.10, -0.02], [0.33, 0.03, -0.02], [0.08, 0.07, 0.07], [0.14, 0.29, -0.19], [0.00, -0.10, -0.07], [-0.09, -0.16, -0.10], [0.03, 0.08, 0.04], [-0.08, 0.09, -0.01], [-0.04, -0.01, 0.10], [0.08, -0.10, 0.38], [-0.10, 0.36, -0.59], [0.00, 0.01, -0.17], [0.05, 0.09, 0.04], [-0.02, -0.03, 0.12], [0.00, -0.05, -0.01], [0.05, -0.06, 0.23], [-0.05, -0.02, -0.01], [-0.05, 0.71, -0.17], [0.00, 0.23, -0.09], [0.75, -0.09, -0.50], [-0.26, -0.79, 0.11], [0.43, -0.32, 0.62], [-0.52, -0.29, -0.62], [-0.43, 0.35, 0.58], [-0.19, -0.36, -0.19], [0.82, -1.09, -1.59], [-0.34, 0.11, 0.48], [-0.36, 0.14, -0.04], [-0.36, -0.08, -0.21], [0.79, 0.63, 0.19], [1.06, -0.63, 1.10], [-0.36, 0.33, 0.48], [0.02, -0.03, 0.07], [-0.07, 0.21, 0.15], [0.11, -0.12, -0.13], [0.13, -0.04, 0.19], [0.11, -0.50, 0.04], [0.01, 0.54, -0.03], [-0.08, 0.01, -0.01], [0.00, 0.02, 0.03], [-0.01, -0.04, -0.03]]
}

2.
{
  "formula": "C19H25N4O7PPb",
  "method": "wB97M-V/def2-TZVPD",
  "homo_energy_ev": [-15.03, -15.01],
  "homo_lumo_gap_ev": [6.849, 4.772],
  "lumo_energy_ev": [-8.2, -10.2],
  "e_tot_ev": -54908.689,
  "total_charge": 2,
  "spin_multiplicity": 1,
  "elements": ["C", "C", "C", "C", "C", "C", "C", "C", "N", "Pb", "C", "P", "H", "H", "H", "H", "H", "H", "H", "H", "C", "C", "H", "C", "C", "H", "H", "H", "H", "H", "H", "H", "H", "H", "H", "H", "H", "H", "H", "O", "N", "O", "C", "C", "C", "C", "O", "C", "C", "N", "O", "O", "N", "O", "O", "H", "H"],
  "positions_angstrom": [[-3.91142, 3.10569, -0.42128], [-2.89934, 3.22230, 0.52768], [-1.86452, 2.26308, 0.58194], [-1.85582, 1.21829, -0.34047], [-2.85497, 1.10796, -1.30431], [-3.87882, 2.06661, -1.35351], [-0.78060, 2.46745, 1.62104], [-0.57262, 1.39716, 2.72225], [-0.87254, -0.00101, 2.34018], [-0.30443, -0.46162, -0.04673], [-2.89453, -0.08035, -2.25780], [-2.44828, -1.57866, -1.33178], [-2.89751, 4.04146, 1.25018], [-4.64980, 1.96421, -2.11080], [-4.72474, 3.83348, -0.44370], [-2.15148, 0.03901, -3.06426], [-3.89188, -0.23141, -2.69122], [0.19514, 2.60992, 1.12587], [-1.00155, 3.40138, 2.16091], [0.49002, 1.42861, 3.01471], [-1.89617, -2.90284, -2.41650], [-3.94484, -2.03943, -0.42618], [-1.19145, 1.63283, 3.60950], [-2.29255, -0.37390, 2.47611], [0.00337, -0.99501, 3.00130], [0.85792, -0.70106, -2.40757], [-2.58754, -0.39111, 3.53960], [-2.92899, 0.32572, 1.92315], [-2.45640, -1.37452, 2.04929], [-0.27753, -1.14218, 4.05805], [-0.07458, -1.95459, 2.46999], [1.05095, -0.66994, 2.91839], [-4.72292, -2.36386, -1.13525], [-3.71950, -2.85389, 0.28129], [-4.32331, -1.19022, 0.16533], [-2.75091, -3.26990, -2.99975], [-1.08832, -2.56874, -3.08510], [-1.48804, -3.71276, -1.79225], [0.32222, -2.21992, 0.07467], [7.12195, -2.02865, -1.79862], [6.91646, -0.96763, -1.17407], [7.85757, -0.22915, -0.79019], [5.56767, -0.55616, -0.87623], [4.52817, -1.36609, -1.32733], [3.23066, -0.92898, -1.16890], [2.90507, 0.29442, -0.47197], [1.71788, 0.67697, -0.20168], [4.03742, 1.02779, 0.03982], [5.34405, 0.63513, -0.17837], [3.79524, 2.22408, 0.83977], [4.80857, 2.87740, 1.16138], [2.64538, 2.56756, 1.19240], [2.17369, -1.82023, -1.63102], [2.22439, -3.04862, -1.50373], [1.54076, -1.28652, -2.79883], [4.68510, -2.35119, -1.78570], [6.17825, 1.23162, 0.19029]],
  "forces_ev_per_angstrom": [[0.11, 0.05, -0.17], [0.02, -0.70, -0.15], [0.34, 0.61, 0.48], [0.41, 0.85, 0.06], [-0.19, -0.60, -0.34], [0.36, -0.20, 0.55], [0.32, 0.09, 0.10], [-0.14, 0.04, 0.42], [0.64, -0.80, -1.34], [-2.37, -0.11, 1.35], [0.13, -0.08, -0.33], [0.33, 0.17, 0.45], [-0.04, -0.29, -0.24], [0.06, 0.04, 0.11], [0.28, -0.20, -0.05], [-0.36, 0.01, 0.06], [0.27, 0.31, -0.09], [-0.39, -0.02, 0.00], [0.24, -0.27, -0.29], [-0.50, 0.07, 0.01], [-0.34, -0.38, -0.25], [-0.26, -0.37, 0.19], [0.30, -0.09, -0.31], [-0.29, -0.05, 0.11], [0.08, -0.10, 0.28], [0.33, -0.06, -0.82], [0.09, 0.06, -0.34], [0.19, -0.06, 0.27], [0.12, 0.19, 0.23], [0.21, 0.10, -0.33], [-0.13, 0.14, 0.36], [-0.34, -0.03, 0.19], [0.18, 0.05, 0.30], [-0.15, 0.18, -0.35], [0.20, -0.18, -0.35], [0.39, -0.13, -0.04], [-0.34, 0.00, 0.15], [-0.24, 0.15, -0.22], [0.07, 1.61, 0.19], [-1.34, 2.06, 1.26], [4.38, -0.88, -0.70], [-2.63, -1.13, -0.51], [-1.03, -0.84, -0.58], [0.43, -0.56, 0.37], [-0.66, -1.14, -0.29], [-0.82, 0.62, 0.65], [0.86, -0.98, -1.01], [0.52, -0.27, -0.28], [-0.85, 0.75, 0.40], [0.40, 3.07, 1.88], [-1.90, -1.58, -0.85], [2.10, -1.16, -0.87], [1.51, 0.00, -0.19], [0.00, 1.76, -0.45], [-0.66, -0.14, 1.26], [0.29, 0.58, 0.10], [-0.20, -0.15, -0.06]]
}

3.
{
  "formula": "CI3O2S",
  "method": "wB97M-V/def2-TZVPD",
  "homo_energy_ev": [-4.67, -4.67],
  "homo_lumo_gap_ev": [7.148, 7.148],
  "lumo_energy_ev": [2.5, 2.5],
  "e_tot_ev": -40268.505,
  "total_charge": -1,
  "spin_multiplicity": 1,
  "elements": ["C", "O", "O", "S", "I", "I", "I"],
  "positions_angstrom": [[-1.54537, 0.29775, 1.09098], [2.57259, 0.12547, -1.50605], [2.08165, -0.72396, 0.69814], [1.56636, -0.46780, -0.62725], [-0.95394, -1.83413, 0.30472], [-0.14006, 1.66512, -0.21527], [-3.58122, 0.93755, 0.25474]],
  "forces_ev_per_angstrom": [[0.22, -0.12, -0.77], [-0.55, -0.26, 0.11], [-0.12, -0.08, 0.08], [2.59, 0.17, -0.72], [-1.76, 0.22, 0.63], [-0.91, 0.55, 0.49], [0.52, -0.48, 0.19]]
}

4.
{
  "formula": "C14H22N2O3",
  "method": "wB97M-V/def2-TZVPD",
  "smiles": "CCCCCC[C@@H](C)n1cc(C(C)=O)c(=O)[nH]c1=O",
  "homo_energy_ev": -9.36,
  "homo_lumo_gap_ev": 9.467,
  "lumo_energy_ev": 0.1,
  "e_tot_ev": -23999.515,
  "spin_multiplicity": 1,
  "elements": ["C", "C", "C", "C", "C", "C", "H", "C", "N", "C", "C", "C", "O", "N", "C", "O", "H", "C", "O", "C", "H", "H", "H", "H", "C", "H", "H", "H", "H", "H", "H", "H", "H", "H", "H", "H", "H", "H", "H", "H", "H"],
  "positions_angstrom": [[-4.35657, -1.43891, 2.29044], [-3.98462, -0.79532, 0.96002], [-3.39247, 0.59846, 1.15893], [-3.16741, 1.36199, -0.14732], [-2.21220, 0.69261, -1.13770], [-0.78961, 0.56571, -0.59645], [-0.40995, 1.55720, -0.34040], [0.15203, -0.11619, -1.59469], [1.38471, -0.52192, -0.91496], [2.22892, 0.38743, -0.40167], [3.39282, 0.09808, 0.24356], [3.77061, -1.29814, 0.40390], [4.75382, -1.75707, 0.93640], [2.82763, -2.16845, -0.15164], [1.65659, -1.88314, -0.80007], [0.92354, -2.73719, -1.23456], [3.04251, -3.15668, -0.06306], [4.19656, 1.24467, 0.73865], [3.80048, 2.38033, 0.57672], [5.48626, 0.92559, 1.42650], [5.29807, 0.29236, 2.29050], [5.97430, 1.84657, 1.73429], [6.13306, 0.36229, 0.75773], [1.95737, 1.42854, -0.51424], [0.48397, 0.74897, -2.80587], [-0.40625, 0.89153, -3.41054], [0.85717, 1.72548, -2.50679], [1.23654, 0.26038, -3.42070], [-0.30457, -1.05277, -1.93298], [-0.80576, -0.03521, 0.31458], [-2.19901, 1.29419, -2.04831], [-2.58849, -0.29649, -1.40143], [-4.13227, 1.49291, -0.64286], [-2.78419, 2.35691, 0.09284], [-2.45551, 0.51887, 1.71330], [-4.07973, 1.18410, 1.77470], [-4.87520, -0.72147, 0.33164], [-3.26554, -1.43618, 0.44722], [-5.09916, -0.83882, 2.81202], [-3.48041, -1.52817, 2.92933], [-4.76804, -2.43307, 2.13296]],
  "forces_ev_per_angstrom": [[0.02, -0.02, -0.25], [0.09, 0.16, 0.30], [-0.12, -0.05, -0.32], [0.07, -0.12, 0.04], [0.09, 0.23, 0.20], [-0.19, -0.30, -0.28], [0.07, 0.07, 0.09], [-0.41, 0.17, -0.13], [0.10, -0.24, 0.00], [0.53, 0.08, 0.30], [-0.32, 0.13, -0.17], [-0.34, 0.12, -0.19], [0.21, -0.12, 0.12], [0.18, -0.43, 0.08], [0.03, 0.04, 0.02], [-0.17, -0.27, -0.10], [-0.07, 0.19, -0.03], [0.04, -0.12, 0.02], [0.00, 0.11, 0.01], [0.16, 0.33, 0.11], [0.04, -0.09, 0.02], [-0.05, 0.06, -0.02], [0.04, -0.09, 0.01], [-0.02, 0.03, -0.01], [-0.07, -0.22, 0.10], [-0.07, 0.07, -0.07], [0.04, 0.15, 0.01], [0.04, -0.02, -0.08], [0.12, 0.21, 0.11], [0.05, 0.01, 0.07], [-0.03, -0.06, -0.09], [0.00, -0.07, -0.10], [-0.04, 0.09, 0.01], [-0.05, 0.08, -0.06], [0.03, 0.02, 0.12], [0.04, 0.01, 0.09], [0.01, -0.03, -0.11], [-0.02, -0.04, -0.12], [-0.07, 0.04, 0.10], [0.06, -0.03, 0.11], [-0.05, -0.11, 0.08]]
}